Record 1
C6H13CeO3 | wB97M-V/def2-TZVPD

The expectation value of S² is 2.00. As for the charge: +1. The value obtained for the frontier orbital gap (spin up / spin down) is 5.6822 / 8.2073 eV. As for the multiplicity: 3. The molar mass comes out at 273.3 g mol⁻¹.

```
23
Properties=species:S:1:pos:R:3:lowdin_charge:R:1
C 0.76729 2.54170 0.75416 -0.1134
O 1.60016 1.69138 -0.00580 -0.3599
C 2.25134 0.66576 0.71009 -0.1508
C 1.33807 -0.48423 1.07225 -0.1408
O 0.38272 -0.67297 0.04598 -0.3367
C -0.29588 -1.91433 -0.03752 -0.1405
C -1.71401 -1.72803 -0.53768 -0.1974
O -2.25047 -0.43885 -0.58786 -0.2292
C -2.22665 0.21571 -1.90039 -0.3957
Ce -0.21855 1.02497 -1.51938 1.3962
H 1.34727 3.01778 1.55934 0.1305
H 0.35398 3.28406 0.06204 0.0827
H 2.66066 1.11082 1.63296 0.1541
H 3.02187 0.27778 0.02210 0.1553
H 0.78426 -0.25628 1.99406 0.1497
H 1.91869 -1.40743 1.22034 0.1565
H -0.33399 -2.36067 0.96804 0.1440
H 0.27323 -2.60431 -0.67764 0.1477
H -2.36130 -2.22162 0.20120 0.1487
H -1.73543 -2.17809 -1.54718 0.1368
H -2.42540 -0.50293 -2.71582 0.0807
H -3.04634 0.95453 -1.87566 0.0787
H -0.09153 1.98527 1.16236 0.1028
```


Record 2
C6H13ClN4OS | wB97M-V/def2-TZVPD

As for the charge: +2. The value obtained for the frontier orbital gap is 9.1979 eV. The molar mass comes out at 224.7 g mol⁻¹.

```
26
Properties=species:S:1:pos:R:3:nbo_charge:R:1
C -0.69054 -1.55877 -0.07806 0.6604
C 1.07004 -0.12313 -1.13755 0.7041
C -0.23564 -1.25115 1.32723 -0.5490
C 0.24950 0.22541 1.23235 0.0231
C 2.72918 1.29044 -2.15181 -0.4432
C -2.23215 1.75820 2.09548 -0.8327
N 0.11885 -1.17571 -1.15448 -0.6158
N 1.27989 0.38305 0.08719 -0.6241
N -1.58429 -2.48828 -0.27684 -0.6897
N 1.68412 0.23609 -2.21246 -0.4873
O -2.03792 -0.05173 -0.02880 -0.9188
S -1.41884 1.22407 0.53731 1.2030
Cl 0.88617 1.01931 2.67478 0.1241
H -1.13139 -1.32406 1.98496 0.2911
H 0.61582 -1.89100 1.68498 0.3163
H 2.23114 2.27478 -1.75953 0.2355
H 3.08159 1.44549 -3.14712 0.2743
H 3.52574 1.09425 -1.37513 0.2411
H -3.21887 1.33997 1.90392 0.2795
H -2.10122 2.85642 2.21662 0.2922
H -1.89659 1.20866 3.06798 0.2754
H -0.46826 -1.49524 -2.04198 0.4591
H 1.99014 1.13911 0.16654 0.4628
H -2.13809 -2.74141 0.46478 0.4292
H -1.81359 -3.00776 -1.08899 0.4402
H 1.50523 -0.38700 -2.99139 0.4491
```


Record 3
C6H13ClN4OS | wB97M-V/def2-TZVPD

As for the charge: +2. The value obtained for the frontier orbital gap is 10.2022 eV. The molar mass comes out at 224.7 g mol⁻¹.

```
26
Properties=species:S:1:pos:R:3:nbo_charge:R:1
C 0.70268 0.26723 -0.85062 0.5554
C -0.49644 0.92977 1.29524 0.7026
C 1.62148 -0.87117 -0.35506 -0.2969
C 1.21223 -2.13590 -0.35987 -0.2175
C -1.82225 2.25673 3.00190 -0.4411
C 0.06413 -2.45852 -2.92360 -0.7890
N 0.33812 1.12382 0.18195 -0.6200
N -0.77901 -0.29314 1.72943 -0.7616
N 1.15970 1.03512 -1.89044 -0.8499
N -0.90357 2.04027 1.78538 -0.4991
O -0.59299 -0.54064 -1.21351 -0.7284
S -0.54708 -2.07805 -1.20041 1.2138
Cl 1.91621 -3.59976 -0.07499 0.2350
H 2.68601 -0.52006 0.01562 0.3111
H -0.21142 -1.10063 1.54394 0.4262
H -1.20169 1.83148 3.84267 0.2310
H -2.83242 1.83075 2.94859 0.2507
H -1.94678 3.26247 3.28773 0.2648
H 1.06571 -2.95291 -2.85561 0.2763
H 0.38567 -1.54649 -3.47167 0.2813
H -0.81993 -3.01420 -3.35683 0.2879
H 0.26424 2.04158 -0.28859 0.4374
H -1.36601 -0.51016 2.47570 0.4385
H 2.07987 0.86742 -2.21006 0.4310
H 0.38922 1.33420 -2.51422 0.4342
H -0.36568 2.80080 1.45733 0.4264
```